No. 1
101
Properties=species:S:1:pos:R:3:mulliken_charge:R:1 method="wB97M-V/def2-TZVPD" lumo_ev=-2.544 multiplicity=1 homo_ev=-11.31 energy_ev=-54337.679 charge=+1 orbital_gap_ev=8.768
C -0.469 -5.651 4.244 -0.89
C -1.873 -4.958 3.960 -0.31
C -2.426 -5.211 2.450 -0.64
N -2.336 -3.872 1.758 0.00
C -1.212 -3.600 1.098 -0.34
N -1.176 -2.282 0.497 -0.29
C 0.136 -2.319 -0.074 0.41
C 0.600 -1.008 -0.813 -0.61
C 0.652 0.202 0.257 0.02
C 2.106 0.896 0.341 -1.05
I 2.357 2.084 2.188 0.02
N 0.786 -3.549 0.164 -0.20
N -0.048 -4.374 0.879 0.27
H 0.227 -5.544 3.357 0.16
H 0.057 -5.143 5.123 0.28
H -0.555 -6.747 4.520 0.31
H -2.682 -5.230 4.718 0.34
H -1.714 -3.832 4.098 0.23
H -3.510 -5.562 2.488 0.45
H -1.733 -5.980 1.994 0.24
H -3.137 -3.244 1.833 0.26
H 1.624 -1.106 -1.280 0.42
H -0.217 -0.752 -1.568 0.25
H -0.069 1.024 -0.125 0.02
H 0.359 -0.142 1.303 0.41
H 2.285 1.634 -0.509 0.41
H 2.944 0.137 0.287 0.30
H 1.723 -3.807 -0.146 0.24
H 0.126 -5.336 1.193 0.27
C 2.563 0.223 6.828 -1.27
C 1.527 -0.648 6.135 0.40
C 2.123 -1.979 5.702 -1.05
O 1.017 0.038 4.993 -0.41
H 3.395 0.450 6.154 0.31
H 2.125 1.179 7.123 0.32
H 2.961 -0.269 7.718 0.37
H 0.685 -0.824 6.809 0.30
H 2.940 -1.827 4.989 0.33
H 1.370 -2.590 5.195 0.10
H 2.508 -2.537 6.559 0.40
H 1.755 0.200 4.389 0.14
C -4.726 1.485 -1.255 -1.19
C -3.616 1.421 -0.219 0.69
C -4.106 1.876 1.146 -1.31
O -2.531 2.250 -0.635 -0.52
H -5.091 2.510 -1.372 0.15
H -4.358 1.167 -2.233 0.34
H -5.567 0.846 -0.973 0.40
H -3.235 0.398 -0.150 0.13
H -4.450 2.915 1.111 0.31
H -3.296 1.837 1.879 0.31
H -4.928 1.249 1.500 0.37
H -2.858 3.157 -0.698 0.32
C 6.850 1.919 -1.432 -1.32
C 6.047 0.823 -0.751 0.57
C 6.708 -0.536 -0.921 -1.36
O 4.730 0.783 -1.305 -0.44
H 6.927 1.734 -2.509 0.32
H 6.359 2.886 -1.312 0.23
H 7.858 1.985 -1.017 0.39
H 5.944 1.051 0.314 0.28
H 6.780 -0.805 -1.980 0.33
H 6.115 -1.316 -0.436 0.33
H 7.712 -0.543 -0.491 0.39
H 4.809 0.583 -2.246 0.28
C -6.568 5.300 -4.300 -1.28
C -6.582 5.405 -2.783 0.49
C -7.041 6.782 -2.328 -1.35
O -5.272 5.149 -2.277 -0.50
H -5.875 6.027 -4.735 0.34
H -6.226 4.311 -4.613 0.31
H -7.563 5.475 -4.717 0.38
H -7.245 4.642 -2.368 0.25
H -6.364 7.559 -2.695 0.35
H -7.035 6.847 -1.237 0.33
H -8.049 7.000 -2.686 0.37
H -4.677 5.819 -2.637 0.32
C -3.314 -6.693 -1.558 -1.07
C -2.304 -6.061 -2.503 0.37
C -1.021 -6.875 -2.566 -1.18
O -2.006 -4.737 -2.063 -0.48
H -2.916 -6.742 -0.538 0.13
H -4.226 -6.093 -1.514 0.30
H -3.576 -7.704 -1.878 0.41
H -2.737 -5.981 -3.503 0.33
H -0.545 -6.929 -1.580 0.23
H -0.300 -6.404 -3.239 0.31
H -1.214 -7.891 -2.916 0.41
H -1.623 -4.797 -1.179 0.27
C 4.838 5.171 -4.387 -1.30
C 4.825 5.277 -2.870 0.67
C 4.373 6.656 -2.416 -1.37
O 6.134 5.016 -2.365 -0.51
H 5.534 5.895 -4.823 0.34
H 5.176 4.180 -4.700 0.31
H 3.844 5.349 -4.804 0.37
H 4.159 4.516 -2.454 0.15
H 5.053 7.430 -2.784 0.34
H 4.379 6.722 -1.325 0.34
H 3.365 6.879 -2.774 0.37
H 6.731 5.682 -2.726 0.31


No. 2
12
Properties=species:S:1:pos:R:3:mulliken_charge:R:1 method="wB97M-V/def2-TZVPD" lumo_ev=0.604 multiplicity=1 homo_ev=-11.40 energy_ev=-8319.562 charge=0 smiles=O.O.O.O orbital_gap_ev=12.007
O 0.078 1.580 -1.832 -0.66
H -0.612 0.898 -2.169 0.34
H 0.780 1.043 -2.179 0.31
O 0.961 1.993 1.132 -0.66
H 0.310 1.510 0.570 0.36
H 1.495 2.543 0.545 0.30
O -1.576 -1.988 -0.801 -0.66
H -1.153 -1.747 -0.008 0.34
H -2.542 -2.201 -0.790 0.32
O 0.404 -1.335 1.772 -0.65
H 1.201 -1.867 1.789 0.30
H 0.654 -0.429 1.971 0.34


No. 3
128
Properties=species:S:1:pos:R:3:mulliken_charge:R:1 method="wB97M-V/def2-TZVPD" lumo_ev=-0.310 multiplicity=1 homo_ev=-8.97 energy_ev=-60010.307 charge=0 smiles="NC(N)=O.CC(C)O.CC(C)O.CC(C)O.CC(C)O.CC(C)O.CC(C)O.CC(C)O.CC(C)O.CC(C)O.CO.CO" orbital_gap_ev=8.656
N -0.254 -1.262 -0.480 2.66
C 0.032 -0.054 -0.166 1.25
N -0.944 0.769 -0.264 2.30
O 1.264 0.422 0.243 -0.29
H 0.550 -1.921 -0.740 -1.13
H -1.198 -1.645 -0.642 -1.51
H -0.840 1.741 -0.163 -1.12
H -1.905 0.480 -0.468 -1.60
C -0.430 -2.886 2.295 -0.10
C -0.458 -4.317 1.735 1.17
C 0.689 -5.197 2.107 -1.90
O -1.488 -4.950 1.959 -0.63
H -1.241 -2.241 1.985 -0.47
H 0.551 -2.493 2.042 -0.41
H -0.529 -2.970 3.313 0.83
H -0.409 -4.227 0.662 0.01
H 0.640 -5.214 3.205 0.39
H 1.520 -4.613 1.818 0.30
H 0.686 -6.169 1.699 0.47
H -2.212 -4.524 1.509 0.39
C -3.383 -3.759 -2.919 -2.10
C -2.283 -3.612 -1.955 1.86
C -2.987 -3.068 -0.648 -0.54
O -1.793 -4.719 -1.626 -0.60
H -4.088 -4.579 -2.663 0.36
H -3.032 -3.885 -3.907 0.50
H -4.013 -2.866 -2.917 0.36
H -1.544 -2.904 -2.415 -0.19
H -3.746 -3.792 -0.237 0.65
H -3.663 -2.194 -0.858 0.27
H -2.422 -2.681 0.143 -1.05
H -0.981 -4.873 -2.148 0.40
C -0.304 -0.089 -5.313 -1.86
C 0.114 -0.192 -3.889 1.82
C 1.461 -0.930 -3.724 -1.04
O 0.298 0.930 -3.372 -0.50
H 0.363 0.534 -5.848 0.49
H -1.265 0.505 -5.350 0.24
H -0.361 -1.020 -5.847 0.33
H -0.770 -0.696 -3.340 -0.67
H 2.213 -0.228 -4.036 0.43
H 1.427 -1.807 -4.362 0.57
H 1.604 -1.161 -2.683 -0.09
H -0.056 0.858 -2.468 -0.19
C 0.029 -0.224 4.739 -1.48
C -0.213 1.339 4.580 0.99
C -1.017 1.589 3.262 -0.27
O -0.852 1.819 5.578 -0.61
H -0.788 -0.814 5.093 0.52
H 0.733 -0.438 5.469 0.63
H 0.332 -0.653 3.817 -0.01
H 0.736 1.943 4.550 -0.21
H -1.595 2.538 3.201 0.31
H -1.599 0.690 3.100 0.02
H -0.357 1.656 2.376 -0.11
H -1.705 1.414 5.729 0.42
C 3.843 2.302 4.909 -1.46
C 3.423 0.855 4.562 0.87
C 2.900 0.913 3.072 -0.96
O 4.286 -0.010 4.731 -0.58
H 2.986 2.855 5.361 0.30
H 4.329 2.905 4.099 0.23
H 4.610 2.218 5.676 0.45
H 2.662 0.725 5.292 -0.06
H 2.455 -0.025 2.781 0.07
H 3.667 1.116 2.299 0.79
H 2.137 1.716 2.890 -0.25
H 4.600 -0.393 3.897 0.39
C -2.771 3.166 1.010 0.38
C -3.688 3.670 -0.135 -0.04
C -3.619 5.150 -0.382 -1.64
O -3.297 3.140 -1.246 -0.40
H -3.382 2.971 1.945 0.56
H -1.986 3.920 1.185 0.28
H -2.258 2.258 0.982 -0.70
H -4.783 3.436 0.173 0.37
H -3.753 5.674 0.512 0.49
H -4.324 5.534 -1.159 0.32
H -2.638 5.463 -0.661 0.28
H -4.106 2.769 -1.581 0.35
C -0.009 3.738 -1.480 0.08
C 0.775 4.123 -0.271 1.18
C 0.399 5.519 0.142 -1.68
O 0.627 3.356 0.694 -0.55
H 0.203 4.289 -2.398 0.55
H -1.026 4.092 -1.332 -0.19
H 0.107 2.683 -1.753 -0.36
H 1.830 4.056 -0.572 0.05
H 1.057 5.986 0.838 0.41
H -0.586 5.574 0.642 0.31
H 0.258 6.148 -0.759 0.38
H 0.681 2.411 0.506 -0.25
C 2.946 -2.345 -0.474 -0.14
C 2.403 -3.425 -1.439 0.31
C 3.021 -4.701 -0.978 -1.77
O 1.195 -3.521 -1.549 -0.40
H 2.752 -1.318 -0.907 -0.98
H 3.956 -2.610 -0.316 0.91
H 2.445 -2.454 0.461 0.02
H 2.728 -3.080 -2.414 0.10
H 4.052 -4.544 -1.011 0.58
H 2.915 -5.526 -1.665 0.53
H 2.696 -5.032 0.017 0.21
H 0.969 -4.440 -1.845 0.26
C 4.796 0.674 -0.619 -1.50
C 4.095 0.874 -1.935 1.31
C 3.127 2.067 -1.807 0.20
O 4.882 1.052 -2.836 -0.52
H 5.608 0.027 -0.868 0.51
H 4.032 0.252 0.022 -0.20
H 5.157 1.598 -0.224 0.54
H 3.582 -0.041 -2.224 -0.68
H 2.593 2.205 -0.892 -0.75
H 2.424 2.084 -2.670 0.07
H 3.688 2.993 -1.848 0.67
H 5.489 1.737 -2.565 0.48
C -3.921 -0.083 1.387 -0.16
O -3.895 0.361 0.077 -0.39
H -3.778 0.783 2.069 0.32
H -3.156 -0.743 1.538 -0.43
H -4.867 -0.615 1.621 0.38
H -4.700 0.913 -0.057 0.24
C -3.529 -0.326 -3.845 -1.07
O -3.123 0.006 -2.534 0.14
H -4.630 -0.280 -3.893 0.36
H -3.272 -1.378 -4.119 0.19
H -3.163 0.369 -4.536 0.40
H -3.643 0.801 -2.348 -0.01


ΔE to the lowest compared entry with this formula, charge and spin in kcal/mol, matching the order above: 0.0; 25.7; 271.2